Density functional theory data (ωB97M-V/def2-TZVPD) for C3H10OS as an isolated structure at a distorted geometry.

- 2S+1 = 1
- E_HOMO (eV) = -6.8584
- largest force on an atom (eV/Å) = 3.1
- total charge = 0
- ΔE to the lowest compared entry with this formula, charge and spin (kJ/mol) = 450.5

```
15
Properties=species:S:1:pos:R:3:forces:R:3:mulliken_charge:R:1
C -2.007875 -0.065402 -0.948664 -2.358 1.869 0.616 -0.37
C -1.913502 1.324595 -0.824215 -1.120 -0.413 -0.340 -0.21
S 0.618392 -0.721146 0.680530 -0.423 0.684 -0.832 -0.40
C 1.191735 -1.239324 2.302047 0.174 -0.277 0.880 -0.82
H -0.877662 0.561405 -0.734762 0.970 -0.091 0.416 0.03
H -2.345288 -0.527389 -0.035948 0.602 -0.706 -0.127 0.32
H -2.264139 -0.445965 -1.924681 1.065 -0.549 -0.136 0.26
H -1.873518 1.989462 -1.675740 0.521 -0.255 -0.139 0.25
H -2.159918 1.792013 0.119881 0.700 -0.166 0.251 0.22
H 2.033290 -0.694484 2.744802 0.078 0.275 -0.650 0.26
H 1.521235 -2.275971 2.237804 -0.136 -0.068 0.134 0.24
H 0.429763 -1.145258 3.081155 -0.224 -0.228 -0.267 0.24
H 1.613703 1.162573 -2.534704 -0.095 0.152 -0.092 0.29
H 1.090990 0.628859 -1.217447 0.186 0.410 0.172 0.27
O 0.932666 1.342794 -1.876848 0.060 -0.635 0.114 -0.60
```
Positions in Å, forces in eV/Å.